Run a
A cluster of 32 separate species, H64O32 in total, computed with the ωB97M-V functional and the def2-TZVPD basis.

Summary:
Gap between HOMO and LUMO ... 0.401 hartree
LUMO energy ... 0.054 eV

Last column: Mulliken charge in e.
Element x y z (Å)
O1 -15.2117 -0.3162 -8.0459  -0.56
H1 -15.0930 -0.3378 -7.0994  0.26
H2 -14.3649 -0.1355 -8.4716  0.32
O2 -14.0176 -0.8974 -15.5180  -0.60
H3 -14.2771 -0.1345 -16.0197  0.29
H4 -13.0951 -0.7077 -15.2219  0.37
O3 -10.6713 1.9879 -15.4700  -0.66
H5 -11.2668 1.2230 -15.4257  0.32
H6 -10.1017 2.0721 -14.6683  0.33
O4 -11.9827 3.0273 -6.5771  -0.62
H7 -11.8656 2.2754 -7.1575  0.30
H8 -12.9167 3.0520 -6.4891  0.31
O5 -16.3746 4.3184 -15.2219  -0.81
H9 -16.9469 3.6475 -14.7762  0.48
H10 -15.9345 4.8620 -14.5686  0.43
O6 -10.9619 5.6897 -9.5238  -0.66
H11 -10.4034 5.9121 -8.7813  0.29
H12 -11.5988 5.1095 -9.0618  0.38
O7 -10.5577 4.0005 -11.7700  -0.76
H13 -11.0125 4.5981 -12.3762  0.34
H14 -10.4660 4.5764 -10.9706  0.32
O8 -12.5156 7.2053 -11.2719  -0.65
H15 -11.8726 6.8359 -10.6233  0.38
H16 -13.0525 6.4639 -11.5656  0.13
O9 -15.1091 -0.3015 -11.7043  -0.19
H17 -14.9512 -1.1967 -12.0128  0.12
H18 -16.0106 -0.0998 -11.9220  0.15
O10 -11.4226 0.1509 -11.9896  -0.81
H19 -10.5764 0.5830 -11.8780  0.36
H20 -11.9360 0.9371 -12.2954  0.21
O11 -13.0921 3.8934 -9.1024  -0.72
H21 -13.4877 4.2755 -9.9359  0.43
H22 -12.7719 3.0713 -9.4908  0.33
O12 -13.3490 1.2065 -10.0362  -0.36
H23 -14.1232 0.6990 -10.3291  0.06
H24 -12.6284 0.7298 -10.4531  0.36
O13 -16.7518 3.5990 -11.3873  -0.31
H25 -17.5232 4.1683 -11.4206  0.21
H26 -16.9126 3.1355 -12.2449  0.10
O14 -15.4308 3.0494 -7.6517  -0.73
H27 -15.7511 2.3228 -8.1533  0.33
H28 -14.6688 3.4487 -8.0425  0.42
O15 -17.3237 -0.4366 -14.0721  -0.59
H29 -16.5545 -0.9229 -14.3156  0.20
H30 -18.0359 -1.0226 -13.7217  0.32
O16 -9.1671 1.9194 -12.5541  -0.64
H31 -8.2827 1.9503 -12.9913  0.28
H32 -9.5237 2.7869 -12.3200  0.48
O17 -17.6828 -1.1696 -10.4060  -0.67
H33 -16.8383 -1.6241 -10.4024  0.32
H34 -17.5579 -0.3308 -9.9088  0.31
O18 -14.8346 -3.0234 -12.5063  -0.73
H35 -14.4800 -2.7054 -13.3330  0.33
H36 -15.8074 -3.1747 -12.6152  0.33
O19 -11.4124 -1.0553 -14.5691  -0.64
H37 -11.2683 -0.6728 -13.6593  0.46
H38 -11.0051 -1.8960 -14.5491  0.25
O20 -18.9257 5.7885 -13.5730  -0.69
H39 -18.1300 6.0432 -13.9954  0.27
H40 -18.6617 5.8885 -12.6274  0.39
O21 -17.7016 2.2658 -13.9291  -0.63
H41 -18.6839 2.2475 -13.9211  0.30
H42 -17.3417 1.3687 -13.9927  0.30
O22 -20.2766 3.2423 -13.6736  -0.67
H43 -21.1616 3.4281 -13.3072  0.27
H44 -19.8452 4.0771 -13.9294  0.37
O23 -17.7229 1.4342 -9.0389  -0.61
H45 -18.4835 1.5784 -8.4786  0.25
H46 -17.6421 2.3225 -9.4228  0.27
O24 -17.5982 6.3215 -11.1677  -0.76
H47 -16.7126 6.5770 -11.5534  0.31
H48 -17.4023 6.0177 -10.2594  0.39
O25 -13.2658 2.0509 -13.3173  0.05
H49 -12.7693 2.6979 -13.8658  0.12
H50 -13.7761 1.5157 -13.9838  -0.01
O26 -14.5399 2.2786 -16.1430  -0.53
H51 -15.1941 2.9886 -15.9816  0.35
H52 -14.2711 2.2042 -17.0675  0.25
O27 -11.9702 5.5799 -13.7007  -0.71
H53 -12.4698 6.4040 -13.5455  0.27
H54 -12.2716 5.1502 -14.4982  0.29
O28 -18.9784 -1.9268 -12.7127  -0.67
H55 -19.6047 -2.5700 -12.4756  0.29
H56 -18.6577 -1.5277 -11.8689  0.40
O29 -13.2566 8.5059 -13.8525  -0.66
H57 -12.3288 8.8740 -13.8833  0.32
H58 -13.6066 8.6518 -12.9092  0.32
O30 -15.3563 6.2250 -13.5171  -0.67
H59 -14.6957 6.8417 -13.9718  0.27
H60 -14.7885 5.6756 -12.9391  0.47
O31 -14.2281 4.5863 -11.5819  0.07
H61 -15.1608 4.4058 -11.3129  0.12
H62 -14.0610 3.8196 -12.1193  0.01
O32 -17.1425 5.2636 -8.7123  -0.62
H63 -17.4768 5.8403 -8.0311  0.23
H64 -16.5672 4.5465 -8.3955  0.37

***

Run b
A cluster of 32 separate species, H64O32 in total, computed with the ωB97M-V functional and the def2-TZVPD basis.

Summary:
Gap between HOMO and LUMO ... 0.298 hartree
LUMO energy ... -1.195 eV

Last column: Mulliken charge in e.
Element x y z (Å)
O1 -6.0566 0.0541 0.2072  -0.68
H1 -6.0577 0.4754 -0.6523  0.31
H2 -5.2287 -0.4252 0.2384  0.29
O2 2.5925 4.1094 -0.3320  -0.66
H3 3.2535 3.4424 -0.1463  0.29
H4 1.9234 3.6496 -0.8390  0.51
O3 3.5168 -2.1754 -2.4831  -0.60
H5 2.9734 -2.9497 -2.3371  0.25
H6 3.9231 -2.0037 -1.6336  0.44
O4 2.6447 2.4747 -4.3694  -0.63
H7 1.7314 2.2344 -4.2132  0.29
H8 3.1250 1.6496 -4.3011  0.38
O5 1.3636 -1.0036 -4.5818  -0.60
H9 0.6866 -1.6799 -4.6062  0.24
H10 1.1082 -0.3837 -5.2649  0.29
O6 2.0336 5.4506 2.6277  -0.64
H11 1.6690 4.5887 2.4265  0.47
H12 1.2693 6.0204 2.7135  0.28
O7 -0.1706 2.2195 -4.2135  -0.60
H13 -0.6843 1.4490 -3.9714  0.23
H14 -0.7955 2.7962 -4.6530  0.25
O8 1.4277 0.1061 2.2697  -0.51
H15 1.4676 0.0374 3.2236  0.26
H16 1.4556 -0.8000 1.9625  0.20
O9 -1.7785 -0.4162 -2.6652  -0.22
H17 -1.6403 -1.3629 -2.6939  0.26
H18 -1.4659 -0.1541 -1.7993  0.09
O10 -3.6890 2.6911 3.5434  -0.58
H19 -3.6057 1.7375 3.5515  0.24
H20 -4.1407 2.8995 4.3612  0.25
O11 4.5446 0.3401 -3.6400  -0.63
H21 4.1785 -0.4256 -3.1975  0.39
H22 5.1564 -0.0227 -4.2806  0.28
O12 -0.7032 -3.0063 -2.2239  -0.59
H23 -0.5319 -3.8581 -2.6257  0.21
H24 -1.4030 -3.1750 -1.5930  0.28
O13 -2.0608 3.6515 1.4042  -0.63
H25 -2.5377 3.4623 2.2123  0.25
H26 -1.1403 3.6651 1.6663  0.28
O14 -1.4571 4.9126 -0.9074  -0.65
H27 -0.6108 5.2653 -0.6326  0.30
H28 -1.8508 4.5782 -0.1015  0.40
O15 1.9978 -4.4688 -2.1879  -0.63
H29 2.6100 -5.1247 -2.5215  0.27
H30 1.7092 -4.8172 -1.3443  0.35
O16 0.8535 3.2235 1.7501  -0.85
H31 1.0362 2.3213 2.0129  0.11
H32 1.0275 3.2392 0.8090  0.45
O17 3.7641 2.9733 3.6011  -0.58
H33 4.4800 3.5784 3.7950  0.29
H34 3.7663 2.8967 2.6470  0.29
O18 -4.3362 -2.4715 1.4959  -0.50
H35 -4.6344 -3.2093 2.0278  0.23
H36 -4.0332 -1.8238 2.1322  0.33
O19 -2.8992 -0.0162 -5.1501  -0.63
H37 -2.4851 0.1503 -4.3033  0.33
H38 -2.6255 -0.9041 -5.3806  0.27
O20 0.6770 2.5304 -1.1147  -0.33
H39 -0.1747 2.7270 -1.5049  0.24
H40 0.9431 1.7061 -1.5221  0.11
O21 -0.4886 -1.7874 4.2633  -0.64
H41 -0.8090 -1.7723 5.1651  0.23
H42 0.4128 -1.4713 4.3235  0.30
O22 -4.2501 2.6380 0.1404  -0.70
H43 -4.2642 1.6824 0.1939  0.42
H44 -3.4333 2.8904 0.5710  0.36
O23 1.8827 -0.4662 5.0508  -0.65
H45 1.3551 -0.0927 5.7568  0.29
H46 2.7871 -0.3637 5.3471  0.25
O24 -0.5095 -0.2283 0.0594  0.62
H47 0.1041 -0.6035 -0.5721  -0.22
H48 0.0293 0.3416 0.6082  -0.10
O25 -3.2960 -4.2504 -0.8533  -0.63
H49 -3.4952 -3.6898 -0.1034  0.32
H50 -2.9129 -5.0387 -0.4685  0.31
O26 2.0754 -2.3031 0.7678  -0.20
H51 2.6862 -2.8451 1.2671  0.23
H52 1.5204 -2.9310 0.3052  -0.06
O27 -3.2073 0.1429 0.7867  0.09
H53 -2.3644 -0.0151 0.3616  0.12
H54 -3.0199 0.0770 1.7231  0.09
O28 4.7165 -1.4765 -0.1888  -0.68
H55 3.9462 -1.6415 0.3548  0.30
H56 5.4513 -1.4943 0.4244  0.29
O29 1.6515 -5.3180 0.5909  -0.63
H57 1.5837 -6.2718 0.5460  0.28
H58 0.9104 -5.0501 1.1342  0.29
O30 -2.6375 -0.8575 3.1960  -0.59
H59 -3.1927 -0.4001 3.8276  0.29
H60 -1.8692 -1.1243 3.7009  0.41
O31 1.4529 0.0506 -2.1362  0.04
H61 1.4031 -0.3076 -3.0225  -0.02
H62 1.8010 -0.6667 -1.6066  -0.07
O32 -0.6855 -3.0488 1.8864  -0.56
H63 -0.4599 -2.3692 1.2512  0.23
H64 -0.9865 -2.5668 2.6567  0.22

***

Relative energies with respect to the most stable structure, expressed in kJ/mol: run a 0.0; run b 323.8.

***

Run a
The ion C4H8N3O with charge +1, computed with the ωB97M-V functional and the def2-TZVPD basis.

Summary:
Gap between HOMO and LUMO (alpha / beta) ... 0.298 / 0.298 hartree
Net charge ... +1
LUMO energy (alpha / beta) ... -4.173 / -4.174 eV

Last column: natural (NBO) charge in e.
Element x y z (Å)
C1 -1.6763 1.2808 0.0091  -0.01
C2 1.9006 0.5306 -0.2168  -0.21
C3 -0.2961 1.1238 0.4315  -0.21
C4 -0.6390 -1.2603 0.3695  0.43
N1 -2.3857 0.2434 -0.1612  -0.01
N2 0.6627 0.9274 -0.4662  -0.38
N3 0.3746 -1.7866 -0.2393  -0.70
O1 -1.7622 -1.0021 -0.2251  -0.35
H1 -1.9518 2.3370 -0.0496  0.26
H2 2.7172 0.3253 -0.8260  0.23
H3 2.3081 0.4542 0.7550  0.20
H4 0.0930 1.1245 1.3927  0.23
H5 -0.7246 -1.2305 1.4150  0.20
H6 0.2674 1.1228 -1.3641  0.43
H7 0.0963 -1.9278 -1.1944  0.44
H8 1.0159 -2.2627 0.3699  0.45

***

Run b
A structure of composition C4H8N3O, computed with the ωB97M-V functional and the def2-TZVPD basis.

Summary:
Gap between HOMO and LUMO ... 0.348 hartree
Net charge ... +1
LUMO energy ... -4.684 eV

Last column: natural (NBO) charge in e.
Element x y z (Å)
C1 -0.1036 0.6220 -0.6551  -0.22
C2 -0.9204 -0.3959 -0.3546  0.36
C3 1.1645 -0.0388 -0.3687  0.29
C4 1.6187 0.3106 1.1391  -0.58
N1 -0.3742 -1.5435 -0.0017  -0.23
N2 0.8577 -1.4036 0.0042  -0.02
N3 -2.7565 -0.0414 -0.1718  -0.77
O1 2.1249 0.0544 -1.3530  -0.67
H1 -0.3594 1.6325 -1.1065  0.29
H2 0.7931 0.0884 1.8798  0.23
H3 1.7247 1.3300 1.2601  0.23
H4 2.4979 -0.1821 1.3777  0.24
H5 -2.9151 0.9601 -0.1848  0.44
H6 -3.0838 -0.5791 0.6380  0.45
H7 -3.2549 -0.4745 -0.9769  0.44
H8 2.9864 -0.3390 -1.1257  0.51

***

Relative energies with respect to the most stable structure, expressed in kJ/mol: run a 132.6; run b 0.0.

***

Run a
The molecule C3H2FNO2, computed with the ωB97M-V functional and the def2-TZVPD basis.

Summary:
Gap between HOMO and LUMO ... 0.341 hartree
LUMO energy ... 0.483 eV
SMILES string ... Oc1ocnc1F

Last column: natural (NBO) charge in e.
Element x y z (Å)
O1 -0.4213 1.9502 -0.1993  -0.66
C1 -0.1335 0.6570 -0.1341  0.46
O2 0.3959 0.0649 -1.1626  -0.40
C2 0.5894 -1.2383 -0.8229  0.30
N1 0.2211 -1.5017 0.3424  -0.45
C3 -0.2410 -0.2723 0.8468  0.33
F1 -0.7102 -0.1571 2.0752  -0.30
H1 -0.7481 2.3430 0.6339  0.51
H2 1.0477 -1.8459 -1.5795  0.20

***

Run b
The molecule C3H2FNO2, computed with the ωB97M-V functional and the def2-TZVPD basis.

Summary:
Gap between HOMO and LUMO ... 0.367 hartree
LUMO energy ... 0.620 eV
SMILES string ... O=c1o[nH]cc1F

Last column: natural (NBO) charge in e.
Element x y z (Å)
O1 0.7541 2.3023 -0.0178  -0.54
C1 0.3024 1.2295 0.0462  0.67
O2 -1.0273 0.9127 -0.2218  -0.35
N1 -1.2893 -0.4697 -0.1432  -0.24
C2 -0.1116 -0.9783 0.0496  -0.07
C3 1.0053 -0.1060 -0.0549  0.22
F1 2.3049 -0.4275 -0.1337  -0.28
H1 -1.9803 -0.4571 0.4650  0.38
H2 0.0418 -2.0059 0.0106  0.22

***

Run c
The molecule C3H2FNO2, computed with the ωB97M-V functional and the def2-TZVPD basis.

Summary:
Gap between HOMO and LUMO ... 0.361 hartree
LUMO energy ... 0.594 eV
SMILES string ... Oc1nc(F)co1

Last column: natural (NBO) charge in e.
Element x y z (Å)
O1 -1.6368 0.0352 1.5065  -0.65
C1 -0.6795 -0.0298 0.5818  0.78
N1 -0.7629 0.3692 -0.6256  -0.57
C2 0.5308 0.2358 -1.0876  0.49
F1 0.9093 0.5014 -2.3477  -0.29
C3 1.3373 -0.2585 -0.1054  -0.09
O2 0.4766 -0.4841 1.0091  -0.41
H1 -2.5134 0.3338 1.1325  0.52
H2 2.3385 -0.7029 -0.0635  0.23

***

Run d
The molecule C3H2FNO2, computed with the ωB97M-V functional and the def2-TZVPD basis.

Summary:
Gap between HOMO and LUMO ... 0.347 hartree
LUMO energy ... 0.477 eV
SMILES string ... Oc1cnc(F)o1

Last column: natural (NBO) charge in e.
Element x y z (Å)
O1 -2.2996 -0.5266 -0.0009  -0.65
C1 -1.0689 0.0015 -0.0010  0.52
C2 -0.6080 1.2591 -0.0032  -0.20
N1 0.7944 1.2237 -0.0004  -0.48
C3 1.0546 -0.0250 0.0077  0.81
F1 2.2200 -0.6238 -0.0031  -0.28
O2 0.0015 -0.8606 0.0005  -0.45
H1 -2.2503 -1.4829 0.0043  0.50
H2 -1.1709 2.2157 0.0079  0.23

***

Relative energies with respect to the most stable structure, expressed in kJ/mol: run a 38.7; run b 251.0; run c 0.0; run d 8.0.

***

Run a
The ion C4H10NO3 with charge +1, computed with the ωB97M-V functional and the def2-TZVPD basis.

Summary:
Gap between HOMO and LUMO ... 0.403 hartree
Net charge ... +1
LUMO energy ... -3.529 eV
SMILES string ... [NH3+][C@H](CO)CC(=O)O

Last column: natural (NBO) charge in e.
Element x y z (Å)
N1 1.2237 0.2537 -1.3646  -0.68
C1 -0.1163 0.5372 -0.4667  -0.05
C2 -0.0962 2.0170 0.0850  -0.11
O1 1.2737 2.6085 -0.4161  -0.78
C3 0.0113 -0.3242 0.8567  -0.53
C4 -0.8576 -1.5687 0.7056  0.79
O2 -1.7156 -1.8670 1.4682  -0.48
O3 -0.3826 -2.1787 -0.4026  -0.78
H1 0.9861 0.1983 -2.3784  0.45
H2 1.6596 -0.5217 -0.9657  0.44
H3 1.7849 1.0441 -1.2783  0.46
H4 -1.0400 0.1760 -1.0265  0.27
H5 -0.0626 2.2403 1.1307  0.22
H6 -0.7544 2.7101 -0.5822  0.23
H7 1.3069 3.4071 0.1503  0.50
H8 -0.3471 0.3091 1.7105  0.26
H9 1.0775 -0.6626 1.0554  0.24
H10 -0.2279 -3.1464 -0.5425  0.54

***

Run b
A cluster of 2 separate species, C4H10NO3 in total, computed with the ωB97M-V functional and the def2-TZVPD basis.

Summary:
Gap between HOMO and LUMO ... 0.389 hartree
Net charge ... +1
LUMO energy ... -3.212 eV

Last column: natural (NBO) charge in e.
Element x y z (Å)
C1 2.0835 -1.3306 -0.0836  -0.63
C2 1.3885 -0.0415 -0.4149  -0.22
C3 -2.5570 -0.3627 0.0392  0.69
C4 0.4254 0.6001 0.2831  0.41
N1 -0.2387 1.8580 -0.3349  -0.76
O1 -2.5716 0.7189 -0.5178  -0.63
O2 -3.6860 -1.0695 0.1964  -0.62
O3 -0.0312 0.4680 1.6000  -0.74
H1 1.8934 -1.4967 0.9484  0.22
H2 1.8444 -2.0357 -0.7726  0.24
H3 1.6256 0.5516 -1.3073  0.21
H4 -1.6757 -0.7932 0.4044  0.15
H5 0.2657 2.0459 -1.3052  0.45
H6 -0.2409 2.6938 0.2518  0.44
H7 -1.2740 1.4848 -0.4882  0.47
H8 3.1810 -1.1041 -0.0237  0.25
H9 -4.3603 -0.6296 -0.4166  0.52
H10 0.3918 -0.0849 2.3084  0.54

***

Run c
The ion C4H10NO3 with charge +1, computed with the ωB97M-V functional and the def2-TZVPD basis.

Summary:
Gap between HOMO and LUMO ... 0.413 hartree
Net charge ... +1
LUMO energy ... -3.500 eV
SMILES string ... [NH3+][C@H](CO)CC(=O)O

Last column: natural (NBO) charge in e.
Element x y z (Å)
N1 -1.4892 -0.0215 0.9791  -0.68
C1 -0.5635 -0.6145 -0.1265  -0.04
C2 -0.4921 -2.1347 0.1165  -0.09
O1 0.5050 -2.4144 1.0967  -0.73
C3 0.7871 0.0763 -0.0294  -0.55
C4 0.7124 1.4364 -0.6919  0.78
O2 1.4401 1.8565 -1.5348  -0.51
O3 -0.3517 2.1535 -0.2222  -0.74
H1 -1.7519 -0.7238 1.6729  0.44
H2 -2.2808 0.4291 0.5327  0.45
H3 -0.9760 0.6939 1.4881  0.45
H4 -1.1264 -0.4323 -1.0322  0.24
H5 -0.2538 -2.6558 -0.8114  0.22
H6 -1.4140 -2.5269 0.5476  0.19
H7 1.3333 -2.7336 0.7044  0.50
H8 1.5251 -0.4575 -0.6015  0.27
H9 1.1405 0.1083 0.9990  0.27
H10 -0.3440 3.0237 -0.6587  0.53

***

Relative energies with respect to the most stable structure, expressed in kJ/mol: run a 171.0; run b 131.0; run c 0.0.